ORCA calculation (ωB97M-V/def2-TZVPD) on a cluster of 12 separate species, C27H76F3N2O23S in total in a non-equilibrium geometry.

```
132
Properties=species:S:1:pos:R:3:mulliken_charge:R:1
C 13.61 11.24 12.05 -0.450
F 14.27 12.06 11.22 -0.028
F 12.37 11.63 11.93 -0.085
F 13.78 10.04 11.52 -0.049
S 14.31 11.21 13.79 -0.029
O 13.37 10.47 14.62 0.007
O 15.64 10.63 13.60 -0.723
O 14.36 12.65 14.10 -0.030
C 17.08 6.50 16.53 -1.368
C 16.31 6.56 15.27 0.569
C 15.10 7.55 15.35 0.183
O 14.21 7.10 16.29 -0.505
C 13.07 7.92 16.53 -0.139
N 17.08 7.04 14.17 -0.356
H 16.36 6.46 17.32 0.334
H 17.67 7.42 16.58 0.277
H 17.68 5.61 16.65 0.382
H 15.80 5.60 14.93 0.209
H 14.61 7.58 14.36 0.234
H 15.44 8.57 15.47 -0.487
H 12.58 8.17 15.59 -0.176
H 13.49 8.69 17.11 0.254
H 12.34 7.29 17.04 0.304
H 18.01 6.63 14.04 0.210
H 16.92 8.03 14.04 0.113
C 10.49 8.81 12.64 -1.603
C 9.93 8.77 14.03 0.706
C 10.29 9.98 14.93 0.858
O 9.61 9.74 16.05 -0.408
C 9.91 10.75 17.01 -0.828
N 8.48 8.50 13.84 -0.777
H 10.23 7.89 12.12 0.436
H 11.56 8.85 12.56 0.283
H 10.13 9.56 11.95 0.482
H 10.36 7.85 14.55 0.054
H 9.85 10.87 14.43 0.345
H 11.41 10.12 15.04 -0.591
H 9.59 11.69 16.66 0.400
H 11.01 10.89 17.16 0.166
H 9.39 10.50 17.98 0.331
H 8.06 8.52 14.78 0.284
H 8.02 9.21 13.30 0.284
C 12.09 15.26 17.76 -0.378
C 12.40 14.06 16.81 0.975
O 13.54 13.39 17.29 -0.464
O 11.95 14.65 19.07 -0.601
H 11.10 15.63 17.42 0.179
H 12.89 16.08 17.79 0.259
H 12.52 14.45 15.83 -0.275
H 11.60 13.35 16.81 -0.264
H 14.23 13.35 16.59 0.113
H 12.69 14.10 19.30 0.316
C 9.43 16.52 13.32 -0.600
C 10.68 15.59 13.30 0.558
O 11.63 16.12 14.24 -0.485
O 8.83 16.73 14.59 -0.574
H 8.66 16.02 12.70 0.309
H 9.57 17.48 12.79 0.298
H 11.01 15.52 12.23 -0.068
H 10.42 14.54 13.60 -0.051
H 12.50 15.76 13.98 0.268
H 9.53 16.92 15.30 0.350
C 14.22 16.43 11.14 -0.827
C 14.07 15.02 11.73 1.403
O 14.01 15.09 13.10 -0.537
O 14.54 16.40 9.77 -0.628
H 15.02 16.99 11.64 0.473
H 13.27 16.95 11.16 0.242
H 14.94 14.42 11.47 -0.737
H 13.17 14.58 11.27 0.252
H 14.14 14.18 13.42 0.575
H 15.41 16.04 9.64 0.425
C 11.38 14.45 8.52 -0.636
C 12.72 14.19 8.03 0.489
O 13.36 15.34 7.55 -0.670
O 11.34 15.65 9.33 -0.490
H 10.95 13.67 9.12 0.340
H 10.69 14.65 7.69 0.295
H 12.56 13.56 7.19 0.494
H 13.37 13.66 8.79 -0.579
H 13.72 15.65 8.42 0.499
H 11.80 16.35 8.85 0.301
C 13.45 9.63 7.87 0.571
C 12.75 8.43 8.44 -0.105
O 11.38 8.72 8.75 -0.598
O 14.81 9.36 7.58 -0.666
H 13.45 10.41 8.70 -0.446
H 12.87 9.97 6.99 0.428
H 13.24 8.18 9.37 -0.164
H 12.84 7.57 7.71 0.215
H 11.38 8.81 9.72 0.304
H 15.29 9.50 8.39 0.351
C 18.03 14.04 12.89 -0.809
C 17.43 14.96 13.91 -0.155
O 16.72 15.97 13.22 -0.644
O 17.16 13.22 12.08 -0.314
H 18.68 13.34 13.42 0.455
H 18.66 14.58 12.21 0.441
H 18.27 15.43 14.47 0.367
H 16.70 14.48 14.60 0.006
H 15.81 15.78 13.14 0.295
H 16.53 12.89 12.74 0.022
C 16.56 11.95 18.09 -0.417
C 16.13 11.14 16.89 0.959
O 17.12 11.15 15.87 -0.594
O 17.66 11.37 18.77 -0.599
H 15.77 11.92 18.86 0.189
H 16.75 13.03 17.79 0.266
H 15.27 11.50 16.31 -0.535
H 15.96 10.09 17.15 0.031
H 16.77 10.88 14.97 0.335
H 18.40 11.17 18.16 0.339
C 16.75 13.87 8.39 -0.765
C 16.28 12.51 8.76 0.010
O 17.33 11.76 9.45 -0.730
O 16.72 14.74 9.50 -0.648
H 16.16 14.22 7.58 0.588
H 17.77 13.78 7.95 0.235
H 15.96 11.99 7.82 0.534
H 15.40 12.56 9.37 -0.222
H 17.32 11.95 10.43 0.527
H 16.84 14.20 10.33 0.205
C 16.72 8.46 10.28 -0.164
C 15.90 7.15 10.18 -0.389
O 15.85 6.58 8.81 -0.621
O 15.91 9.58 9.97 -0.241
H 17.60 8.35 9.63 0.329
H 17.03 8.53 11.31 0.172
H 14.88 7.28 10.50 -0.019
H 16.20 6.43 10.92 0.375
H 15.24 7.02 8.21 0.330
H 16.48 10.32 9.70 0.341
```

## Properties
Total charge   -1
Energy relative to the best compared isomer or geometry (same formula, charge and spin)   85.1 kJ/mol
Gap between HOMO and LUMO   9.3 eV

---

ORCA calculation (ωB97M-V/def2-TZVPD) on a structure of composition C3H2O3Sn in a non-equilibrium geometry.

```
9
Properties=species:S:1:pos:R:3:nbo_charge:R:1
O 0.88 0.21 -1.47 -0.483
O -0.19 0.60 0.35 -0.457
O -0.87 -1.09 -0.97 -0.758
C 1.75 1.12 -0.74 -0.133
C 1.07 1.23 0.43 -0.183
C -0.16 -0.11 -0.76 0.985
H -1.72 -1.61 1.74 -0.359
Sn -1.96 -2.24 0.12 0.195
H 1.20 1.88 1.29 0.193
```

## Properties
Total charge   -1
Spin multiplicity   2
Expectation value of S²   0.7544
Gap between HOMO and LUMO (alpha / beta)   5.6 / 7.6 eV

---

ORCA calculation (ωB97M-V/def2-TZVPD) on a structure of composition ClH12MgO6 in a non-equilibrium geometry.

```
20
Properties=species:S:1:pos:R:3:nbo_charge:R:1
Mg -1.48 1.86 0.36 1.810
Cl -0.15 -0.08 0.74 -0.864
O -1.56 1.49 -1.55 -1.043
H -1.44 2.10 -2.28 0.529
H -1.27 0.64 -1.90 0.535
O 3.23 -0.04 1.08 -0.944
H 3.64 -0.64 0.46 0.477
H 2.41 -0.47 1.32 0.468
O -0.90 -2.46 3.16 -0.934
H -0.65 -1.89 2.44 0.460
H -1.07 -1.87 3.90 0.471
O -1.47 -2.98 -0.47 -0.918
H -1.33 -2.88 0.47 0.474
H -1.73 -2.11 -0.78 0.445
O 1.12 0.22 -2.42 -0.930
H 1.05 -0.02 -1.50 0.482
H 0.36 -0.19 -2.83 0.452
O 0.08 3.01 0.13 -1.046
H 0.21 3.73 -0.50 0.525
H 0.94 2.58 0.18 0.551
```

## Properties
Total charge   +1
Energy relative to the best compared isomer or geometry (same formula, charge and spin)   0.0 kJ/mol
Gap between HOMO and LUMO   7.6 eV

---

ORCA calculation (ωB97M-V/def2-TZVPD) on a structure of composition C13H12NO6S4Ti in a non-equilibrium geometry.

```
37
Properties=species:S:1:pos:R:3:nbo_charge:R:1
Ti -1.49 0.02 -0.16 1.245
O 0.70 -3.12 -2.01 -0.604
C 0.20 -2.02 -1.53 0.828
O -0.98 -1.87 -1.21 -0.607
C 1.21 -0.92 -1.36 -0.184
O 0.54 0.27 -0.98 -0.498
C 0.47 1.33 -1.97 -0.193
C -0.92 1.38 -2.58 0.766
O -1.16 1.89 -3.62 -0.480
O -1.81 0.77 -1.76 -0.715
H 0.02 -3.82 -2.07 0.526
H 1.89 -1.21 -0.57 0.267
H 1.78 -0.79 -2.28 0.247
H 0.64 2.27 -1.44 0.259
H 1.22 1.21 -2.75 0.235
O -0.31 1.76 6.31 -0.512
C -0.49 1.46 5.17 0.212
S -0.86 2.63 3.88 0.364
C -0.86 1.47 2.58 -0.399
C -0.60 0.19 2.88 -0.397
S -0.56 -1.09 1.69 -0.105
S -0.29 -0.21 4.55 0.362
S -1.19 2.04 0.96 -0.003
N -3.29 -1.04 0.06 -0.812
C -3.90 0.09 0.73 0.129
C -4.39 1.14 -0.04 -0.242
C -4.85 2.28 0.59 -0.166
C -4.82 2.36 1.98 -0.168
C -4.38 1.29 2.74 -0.178
C -3.92 0.14 2.12 -0.229
H -3.75 -1.25 -0.82 0.419
H -3.26 -1.86 0.64 0.433
H -4.39 1.07 -1.12 0.241
H -5.23 3.10 0.00 0.239
H -5.17 3.26 2.47 0.239
H -4.38 1.34 3.82 0.242
H -3.56 -0.70 2.71 0.239
```

## Properties
Total charge   +1
Energy relative to the best compared isomer or geometry (same formula, charge and spin)   0.0 kJ/mol
Gap between HOMO and LUMO   6.4 eV

---

ORCA calculation (ωB97M-V/def2-TZVPD) on a structure of composition C16H23BN6Ti in a non-equilibrium geometry.

```
47
Properties=species:S:1:pos:R:3:nbo_charge:R:1
H -2.07 -1.58 -2.10 0.234
N -1.85 0.10 -0.83 -0.462
B -2.23 2.27 0.46 0.523
N -2.68 1.16 -0.53 -0.317
C -3.84 1.04 -1.20 0.067
Ti 0.15 0.13 0.15 1.912
H -4.60 1.81 -1.06 0.256
C -3.79 -0.12 -1.97 -0.311
H -4.56 -0.49 -2.61 0.269
C -2.52 -0.68 -1.71 0.020
H -3.09 3.10 0.61 0.017
C 1.90 0.31 1.18 -1.086
H 2.48 -0.59 0.91 0.250
H 1.73 0.33 2.27 0.269
H 2.45 1.22 0.93 0.271
N -0.94 2.88 -0.13 -0.300
N -1.89 1.55 1.79 -0.305
N 0.16 2.06 -0.42 -0.436
N -0.97 0.51 1.83 -0.422
C -0.65 4.14 -0.48 0.101
C -2.39 1.76 3.02 0.091
H -1.40 4.91 -0.34 0.266
H -3.13 2.53 3.16 0.263
C 0.65 4.18 -1.00 -0.294
C -1.79 0.86 3.91 -0.298
C 1.13 2.87 -0.94 0.037
C -0.90 0.09 3.13 0.038
H 1.17 5.06 -1.35 0.276
H -1.96 0.79 4.96 0.275
H 2.08 2.46 -1.22 0.247
H -0.22 -0.69 3.41 0.245
H 0.51 -0.89 -1.77 0.326
C 2.80 -4.53 0.25 -0.595
C 2.79 -3.63 -0.99 -0.180
C 4.21 -3.06 -1.15 -0.594
C 2.42 -4.45 -2.23 -0.587
C 1.82 -2.51 -0.86 0.509
C 1.05 -1.54 -1.02 -0.693
H 3.50 -5.37 0.10 0.253
H 1.81 -4.96 0.45 0.228
H 3.15 -3.98 1.13 0.222
H 4.93 -3.87 -1.32 0.253
H 4.26 -2.37 -2.00 0.225
H 4.51 -2.54 -0.23 0.221
H 1.42 -4.89 -2.12 0.231
H 2.44 -3.82 -3.13 0.227
H 3.13 -5.27 -2.39 0.258
```

## Properties
Total charge   +2
Energy relative to the best compared isomer or geometry (same formula, charge and spin)   0.0 kJ/mol
Gap between HOMO and LUMO   6.6 eV